1.
ORCA calculation (ωB97M-V/def2-TZVPD) on a molecular structure, C34H33BN7P2Rh in a non-equilibrium geometry.

```
! wB97M-V def2-TZVPD RIJCOSX def2/J DEFGRID3
* xyz 2 1
Rh -1.132 0.979 0.034
C -4.679 -0.520 2.276
C -3.464 -0.778 1.653
N -3.031 0.328 1.050
N -3.931 1.294 1.265
C -4.935 0.812 2.002
B -3.803 2.719 0.693
N -2.593 3.345 1.403
C -2.558 4.401 2.222
C -1.272 4.523 2.728
C -0.570 3.469 2.156
N -1.384 2.775 1.362
N -3.527 2.584 -0.821
C -4.361 2.926 -1.807
C -3.778 2.588 -3.021
C -2.560 2.022 -2.678
N -2.428 2.026 -1.348
H -5.289 -1.194 2.837
H -2.923 -1.705 1.611
H -5.758 1.440 2.282
H -4.780 3.344 0.889
H -3.431 4.995 2.397
H -0.900 5.261 3.406
H 0.467 3.208 2.266
H -5.317 3.373 -1.627
H -4.193 2.732 -3.996
H -1.781 1.660 -3.321
C 0.711 -0.696 -2.749
N 0.698 -0.648 -1.298
P 1.266 0.748 -0.437
C 2.489 -0.119 0.616
C 3.363 -1.011 -0.003
C 4.329 -1.651 0.751
C 4.422 -1.415 2.114
C 3.557 -0.522 2.726
C 2.597 0.138 1.976
C 2.406 1.735 -1.475
C 3.320 2.444 -0.682
C 4.326 3.187 -1.263
C 4.411 3.281 -2.646
C 3.468 2.643 -3.435
C 2.454 1.894 -2.860
P -0.597 -1.527 -0.507
C -0.142 -1.958 1.218
C 0.016 -3.291 1.599
C 0.125 -3.619 2.941
C 0.035 -2.640 3.916
C -0.156 -1.315 3.549
C -0.250 -0.984 2.213
C -0.291 -3.095 -1.396
C -1.230 -3.702 -2.217
C -0.862 -4.810 -2.968
C 0.427 -5.311 -2.885
C 1.352 -4.726 -2.033
C 1.006 -3.610 -1.299
H 1.750 -0.709 -3.089
H 0.196 0.161 -3.190
H 0.214 -1.601 -3.106
H 3.305 -1.177 -1.070
H 5.023 -2.325 0.273
H 5.177 -1.920 2.696
H 3.636 -0.330 3.784
H 1.943 0.865 2.437
H 3.245 2.396 0.396
H 5.041 3.695 -0.635
H 5.193 3.867 -3.104
H 3.515 2.730 -4.511
H 1.734 1.445 -3.519
H 0.051 -4.079 0.864
H 0.254 -4.649 3.231
H 0.100 -2.908 4.957
H -0.260 -0.549 4.302
H -0.447 0.059 1.921
H -2.232 -3.303 -2.283
H -1.578 -5.276 -3.628
H 0.725 -6.143 -3.503
H 2.345 -5.139 -1.948
H 1.731 -3.131 -0.654
*
```

The value obtained for the total energy is -68472.349 eV. The LUMO energy (alpha / beta) comes out at -8.3236 / -8.3455 eV. Its energy relative to the best compared isomer or geometry (same formula, charge and spin) is 2.826 eV.

Atom charges from the Löwdin analysis, given in e for atoms 1 to 4:
1 Rh 0.890
2 C -0.012
3 C -0.119
4 N -0.027

2.
ORCA calculation (ωB97M-V/def2-TZVPD) on a molecular structure, C34H33BrFN3PRuSSi.

```
! wB97M-V def2-TZVPD RIJCOSX def2/J DEFGRID3
* xyz 1 5
Ru -0.078 0.331 0.071
C 4.686 -2.717 3.112
C 5.059 -2.691 1.778
C 4.147 -2.301 0.808
C 2.855 -1.930 1.174
C 2.483 -1.962 2.518
C 3.395 -2.357 3.480
P 1.645 -1.458 -0.080
C 2.440 -1.647 -1.686
C 3.302 -0.648 -2.137
C 3.914 -0.769 -3.372
C 3.666 -1.877 -4.168
C 2.802 -2.870 -3.729
C 2.189 -2.756 -2.490
C 0.198 -2.509 -0.004
C -0.022 -3.879 0.091
C -1.333 -4.324 0.075
C -2.386 -3.413 -0.039
C -2.157 -2.049 -0.111
C -0.841 -1.576 -0.062
H 5.398 -3.024 3.865
H 6.060 -2.979 1.488
H 4.447 -2.285 -0.231
H 1.475 -1.701 2.817
H 3.099 -2.387 4.520
H 3.480 0.233 -1.533
H 4.580 0.010 -3.718
H 4.142 -1.966 -5.135
H 2.604 -3.736 -4.346
H 1.508 -3.529 -2.158
H 0.803 -4.576 0.178
H -1.548 -5.381 0.144
H -3.402 -3.786 -0.059
H -2.998 -1.369 -0.172
C -3.664 3.373 -0.927
Si -2.788 2.142 0.170
C -3.978 1.121 1.180
C -1.604 3.079 1.251
N -1.801 0.953 -0.830
C -2.237 0.484 -2.026
C -3.596 0.549 -2.429
C -4.024 0.020 -3.623
C -3.115 -0.592 -4.486
C -1.778 -0.684 -4.139
C -1.364 -0.162 -2.937
F -0.067 -0.251 -2.626
H -3.732 4.311 -0.371
H -4.676 3.084 -1.200
H -3.110 3.585 -1.842
H -4.430 1.751 1.949
H -3.470 0.300 1.689
H -4.790 0.702 0.584
H -2.229 3.738 1.860
H -0.920 3.694 0.666
H -1.014 2.482 1.941
H -4.313 0.987 -1.754
H -5.069 0.072 -3.893
H -3.453 -1.000 -5.428
H -1.050 -1.152 -4.787
N 2.416 1.918 2.093
C 1.357 1.459 2.768
N 0.471 0.607 2.275
C -0.437 0.226 3.287
C -1.426 -0.746 3.178
C -2.223 -1.017 4.277
C -2.043 -0.345 5.484
C -1.040 0.598 5.616
C -0.244 0.866 4.513
S 1.127 1.930 4.421
H 2.365 1.901 1.076
H 2.963 2.660 2.496
H -1.566 -1.294 2.259
H -2.993 -1.772 4.194
H -2.678 -0.574 6.328
H -0.879 1.103 6.558
Br 1.248 2.214 -0.972
*
```

The value obtained for the total energy is -143604.367 eV. Its expectation value of S² is 6.051. The LUMO energy (alpha / beta) comes out at -2.2214 / -4.5869 eV. Its energy relative to the best compared isomer or geometry (same formula, charge and spin) is 0.198 eV.

Atom charges from the Löwdin analysis, given in e for atoms 1 to 4:
1 Ru 0.980
2 C -0.066
3 C -0.064
4 C -0.072

3.
ORCA calculation (ωB97M-V/def2-TZVPD) on a molecular structure, C34H33BrN8O5SSc in a non-equilibrium geometry.

```
! wB97M-V def2-TZVPD RIJCOSX def2/J DEFGRID3
* xyz 1 1
Sc -0.283 0.105 -1.275
O 2.444 -3.364 2.081
C 2.680 -3.798 0.800
C 3.504 -4.905 0.663
C 3.787 -5.395 -0.600
C 3.243 -4.790 -1.728
C 2.420 -3.685 -1.577
C 2.140 -3.166 -0.319
C 1.209 -1.988 -0.161
O 0.714 -1.492 -1.363
N 1.929 -0.924 0.567
N 1.524 0.358 0.308
C 2.297 1.283 0.730
C 2.072 2.720 0.597
Br 0.776 3.262 -0.653
C 2.756 3.652 1.258
C 3.723 3.420 2.351
C 3.557 2.416 3.306
C 4.498 2.237 4.309
C 5.611 3.063 4.375
C 5.771 4.084 3.447
C 4.827 4.267 2.451
H 1.764 -2.679 2.082
H 3.906 -5.369 1.554
H 4.430 -6.259 -0.704
H 3.456 -5.180 -2.714
H 1.981 -3.199 -2.438
H 0.363 -2.298 0.459
H 2.924 -1.059 0.699
H 3.218 1.006 1.240
H 2.608 4.686 0.964
H 2.666 1.800 3.301
H 4.351 1.460 5.048
H 6.343 2.922 5.160
H 6.628 4.743 3.504
H 4.948 5.067 1.730
C 2.043 1.377 -4.855
C 0.742 1.211 -4.136
O 0.720 0.940 -2.922
N -0.386 1.348 -4.828
C -1.717 1.224 -4.230
C -2.125 -0.212 -4.019
C -2.985 -0.846 -4.895
C -3.329 -2.170 -4.665
C -2.793 -2.821 -3.570
C -1.935 -2.122 -2.741
N -1.610 -0.843 -2.955
H 2.849 1.392 -4.130
H 2.050 2.297 -5.440
H 2.193 0.537 -5.536
H -0.309 1.529 -5.816
H -2.420 1.715 -4.898
H -1.734 1.767 -3.287
H -3.389 -0.303 -5.739
H -4.009 -2.682 -5.333
H -3.032 -3.851 -3.347
H -1.486 -2.586 -1.872
N -4.349 3.923 4.450
C -3.985 3.157 3.382
C -4.940 2.388 2.700
C -4.578 1.626 1.612
C -3.254 1.634 1.181
C -2.291 2.390 1.848
C -2.652 3.145 2.940
S -2.791 0.683 -0.174
O -1.801 1.515 -0.935
O -3.954 0.298 -0.914
N -1.801 -0.534 0.216
C -2.415 -1.653 0.819
N -3.602 -1.491 1.391
C -4.132 -2.562 1.968
C -3.495 -3.791 1.991
C -2.261 -3.841 1.370
N -1.716 -2.783 0.776
H -5.278 3.872 4.823
H -3.657 4.401 4.996
H -5.970 2.397 3.035
H -5.307 1.023 1.090
H -1.265 2.399 1.503
H -1.910 3.743 3.456
H -5.103 -2.426 2.431
H -3.934 -4.656 2.465
H -1.683 -4.759 1.340
*
```

The value obtained for the total energy is -159530.011 eV. The LUMO energy comes out at -2.4633 eV.

Atom charges from the Löwdin analysis, given in e for atoms 1 to 4:
1 Sc 0.914
2 O 0.058
3 C -0.269
4 C -0.011

4.
ORCA calculation (ωB97M-V/def2-TZVPD) on a molecular structure, C34H33N5O2PdS in a non-equilibrium geometry.

```
! wB97M-V def2-TZVPD RIJCOSX def2/J DEFGRID3
* xyz -2 1
Pd 0.078 -0.228 -0.403
C -0.376 -8.240 -2.422
C -0.662 -6.807 -2.070
C -0.590 -6.372 -0.749
C -0.802 -5.047 -0.435
C -1.098 -4.127 -1.431
C -1.209 -4.557 -2.743
C -0.996 -5.887 -3.060
S -0.975 -2.380 -0.932
O -1.828 -2.322 0.232
O -1.376 -1.597 -2.093
N 0.581 -2.462 -0.580
C 1.452 -1.789 -1.363
C 1.413 -1.845 -2.789
C 2.478 -1.383 -3.519
C 3.593 -0.861 -2.851
C 3.533 -0.794 -1.471
N 2.532 -1.241 -0.731
H 0.012 -8.778 -1.558
H 0.364 -8.289 -3.221
H -1.280 -8.747 -2.765
H -0.358 -7.083 0.035
H -0.734 -4.679 0.577
H -1.467 -3.829 -3.499
H -1.090 -6.223 -4.086
H 0.538 -2.268 -3.260
H 2.461 -1.418 -4.604
H 4.467 -0.512 -3.390
H 4.352 -0.341 -0.914
C -1.712 6.706 -0.536
C -2.749 6.058 0.333
C -3.756 6.799 0.917
C -4.720 6.210 1.731
C -4.666 4.835 1.951
C -3.665 4.076 1.386
C -2.682 4.666 0.575
N -1.639 3.927 0.036
C -1.380 2.566 0.340
N -1.194 2.368 1.673
C -0.625 1.297 2.398
C -0.242 0.115 1.754
C 0.190 -0.936 2.567
C 0.218 -0.828 3.950
C -0.076 0.386 4.549
C -0.485 1.474 3.788
C -0.741 2.796 4.478
N -1.204 1.722 -0.617
C -1.457 2.031 -1.938
C -2.761 2.250 -2.418
C -2.994 2.532 -3.749
C -1.938 2.640 -4.644
C -0.645 2.400 -4.190
C -0.388 2.089 -2.871
C 0.991 1.794 -2.385
H -1.819 7.790 -0.520
H -1.804 6.369 -1.571
H -0.712 6.446 -0.188
H -3.788 7.868 0.744
H -5.499 6.814 2.177
H -5.421 4.361 2.565
H -3.642 3.007 1.537
H -1.411 4.147 -0.927
H -1.322 3.214 2.210
H 0.488 -1.869 2.096
H 0.498 -1.676 4.570
H 0.020 0.498 5.627
H -0.515 2.713 5.543
H -1.785 3.109 4.388
H -0.115 3.594 4.069
H -3.591 2.163 -1.730
H -4.009 2.689 -4.097
H -2.118 2.897 -5.683
H 0.183 2.477 -4.887
H 1.694 1.682 -3.208
H 0.937 0.838 -1.790
H 1.343 2.575 -1.705
*
```

The value obtained for the total energy is -61651.707 eV. The LUMO energy comes out at 4.1787 eV.

Atom charges from the Löwdin analysis, given in e for atoms 1 to 4:
1 Pd 0.468
2 C -0.079
3 C -0.306
4 C -0.059

- What is the formula in the first record?
  C34H33BN7P2Rh